DFT (ωB97M-V with the def2-TZVPD basis set) results for a single C6H11NO molecule.

```
19
Properties=species:S:1:pos:R:3:forces:R:3
O -1.398464 -0.354923 -0.719673 0.0 -0.1 0.2
N -0.468243 2.676584 0.853966 -0.3 0.8 0.1
C -0.057705 -0.633013 -0.382410 0.1 -0.2 0.1
C -1.579015 0.572455 -1.762279 -0.1 0.0 -0.3
C -0.021745 1.547788 0.774873 -0.1 -0.1 0.0
C 0.573569 0.420564 0.518665 0.0 -0.5 -0.2
C 1.913615 0.107001 1.127819 0.1 0.0 -0.1
C -0.047460 -2.011267 0.286667 -0.2 0.4 -0.2
H -1.118273 2.917512 1.603539 0.2 -0.3 -0.1
H -0.462027 -1.946000 1.291032 0.0 0.0 0.1
H -0.958507 0.320012 -2.632811 0.0 0.0 0.1
H 0.958787 -2.410356 0.332277 0.2 -0.1 0.1
H -1.344318 1.591024 -1.456185 0.0 0.1 0.0
H 1.816476 -0.615919 1.944097 0.1 0.0 -0.1
H 0.543997 -0.688254 -1.312220 -0.1 0.0 0.2
H 2.569948 -0.324892 0.360045 0.0 0.1 0.2
H -0.667503 -2.684170 -0.296392 0.0 -0.1 -0.1
H -2.630482 0.503567 -2.049586 0.1 0.1 0.0
H 2.377353 1.012284 1.518574 0.1 -0.1 0.0
```
Forces are in eV/Å.

Summary:
LUMO energy	0.03646	Eh
maximum force	0.9	eV Å⁻¹
orbital gap	9.37	eV
relative energy (zero: lowest compared OMol25 entry of this formula, charge and spin)	213.0	kJ/mol
multiplicity	1

How is the electron density shared among the atoms? According to natural (NBO), the charges in e are: number 1, O, carries -0.54; number 2, N, carries -0.64; number 3, C, carries 0.12; number 4, C, carries -0.25; number 5, C, carries 0.43; number 6, C, carries -0.26; number 7, C, carries -0.60; number 8, C, carries -0.62; number 9, H, carries 0.37; number 10, H, carries 0.21; number 11, H, carries 0.16; number 12, H, carries 0.21; number 13, H, carries 0.18; number 14, H, carries 0.21; number 15, H, carries 0.16; number 16, H, carries 0.21; number 17, H, carries 0.22; number 18, H, carries 0.19; number 19, H, carries 0.22

=====

DFT (ωB97M-V with the def2-TZVPD basis set) results for a single C6H11NO molecule at a distorted geometry.

```
19
Properties=species:S:1:pos:R:3:forces:R:3
O 0.183045 1.589378 -0.502405 0.1 1.6 -1.1
N -2.531407 -0.424488 0.384683 -2.9 -2.5 2.0
C 1.388325 -0.693995 -0.996699 0.7 -0.6 -1.4
C -0.109054 -0.804729 -0.582998 -0.4 -0.3 -0.6
C -0.243559 0.452856 0.185242 1.0 0.5 2.3
C 0.822905 0.246689 1.293786 -1.1 -2.5 1.4
C -1.525618 -0.000374 -0.367583 2.9 1.9 -2.7
C 1.984399 -0.395095 0.417355 -1.1 -1.5 0.7
H 1.162675 1.162853 1.762418 -0.2 0.1 0.2
H 2.804149 0.267755 0.436483 1.1 0.6 -0.4
H -0.403614 2.357468 -0.323154 0.5 -1.0 0.0
H -0.215160 -1.648740 0.149336 0.3 0.7 -0.6
H 0.487900 -0.558538 2.124605 0.6 2.0 -1.7
H -1.779478 0.699231 -1.156839 -0.3 -0.2 -0.1
H -2.161023 -1.143714 0.982064 -0.2 -0.2 0.9
H 2.305527 -1.364919 0.845451 -0.1 0.6 0.1
H 1.720842 0.177376 -1.633708 -1.1 -1.1 0.3
H -3.341908 -0.860868 -0.057447 0.4 0.4 -0.4
H 1.771192 -1.663616 -1.497362 -0.4 1.6 1.0
```
Forces are in eV/Å.

Summary:
LUMO energy	0.03286	Eh
maximum force	4.4	eV Å⁻¹
orbital gap	9.19	eV
relative energy (zero: lowest compared OMol25 entry of this formula, charge and spin)	432.8	kJ/mol
multiplicity	1

How is the electron density shared among the atoms? According to natural (NBO), the charges in e are: number 1, O, carries -0.73; number 2, N, carries -0.79; number 3, C, carries -0.41; number 4, C, carries -0.31; number 5, C, carries 0.14; number 6, C, carries -0.39; number 7, C, carries 0.04; number 8, C, carries -0.42; number 9, H, carries 0.21; number 10, H, carries 0.21; number 11, H, carries 0.48; number 12, H, carries 0.18; number 13, H, carries 0.20; number 14, H, carries 0.22; number 15, H, carries 0.36; number 16, H, carries 0.20; number 17, H, carries 0.23; number 18, H, carries 0.37; number 19, H, carries 0.22

=====

DFT (ωB97M-V with the def2-TZVPD basis set) results for a molecular structure, C6H11NO at a distorted geometry.

```
19
Properties=species:S:1:pos:R:3:forces:R:3
O 1.311038 -0.839138 2.088236 -0.5 0.9 -1.1
N 0.842615 0.094442 1.465777 2.6 -0.7 0.4
C -1.649776 -1.036238 0.147724 0.1 0.5 0.7
C 1.076401 1.044166 -0.947029 0.2 0.5 -0.1
C 1.139316 -1.458238 -0.535386 -0.2 0.2 0.2
C -0.830596 -0.004028 0.428954 -1.9 -0.6 -3.6
C 0.617212 -0.113014 -0.083018 0.3 -0.5 2.9
C -1.387691 1.372691 0.660749 0.0 0.0 0.1
H -2.340021 1.298881 1.182221 0.0 0.0 0.0
H -2.713711 -0.882296 0.052602 -0.3 0.0 0.6
H -1.316958 -2.054676 0.047032 0.3 -0.1 -0.5
H 0.758569 -1.702409 -1.525376 0.1 0.0 -0.1
H 1.881704 0.774024 -1.631818 0.1 -0.4 0.2
H 1.465171 1.871338 -0.356440 -0.1 0.1 0.2
H -1.552195 1.897829 -0.279882 0.0 0.0 0.0
H 0.877967 -2.252348 0.160553 -0.1 0.0 0.0
H 0.298279 1.440153 -1.594355 -0.3 0.0 0.1
H 2.229385 -1.413513 -0.551059 0.0 0.0 -0.1
H -0.706710 1.962375 1.270517 -0.1 0.0 0.0
```
Forces are in eV/Å.

Summary:
LUMO energy (alpha / beta)	-0.00226 / -0.00225	Eh
maximum force	4.1	eV Å⁻¹
orbital gap (alpha / beta)	8.33 / 8.33	eV
relative energy (zero: lowest compared OMol25 entry of this formula, charge and spin)	421.5	kJ/mol
multiplicity	1

How is the electron density shared among the atoms? According to natural (NBO), the charges in e are: number 1, O, carries -0.33; number 2, N, carries 0.14; number 3, C, carries -0.35; number 4, C, carries -0.63; number 5, C, carries -0.64; number 6, C, carries 0.01; number 7, C, carries 0.01; number 8, C, carries -0.65; number 9, H, carries 0.22; number 10, H, carries 0.20; number 11, H, carries 0.20; number 12, H, carries 0.22; number 13, H, carries 0.23; number 14, H, carries 0.23; number 15, H, carries 0.22; number 16, H, carries 0.23; number 17, H, carries 0.22; number 18, H, carries 0.23; number 19, H, carries 0.24

=====

DFT (ωB97M-V with the def2-TZVPD basis set) results for a single C6H11NO molecule at a distorted geometry.

```
19
Properties=species:S:1:pos:R:3:forces:R:3
O 2.003547 0.241937 1.488844 0.3 -0.2 -0.1
N 0.058679 -0.416001 0.501680 1.4 0.3 -0.2
C -1.551315 1.392840 0.277387 -0.1 0.3 0.4
C -0.505140 -0.483255 -0.822182 -0.5 -0.9 -0.7
C 1.460185 -0.458747 0.658266 -1.5 0.4 1.0
C 2.187105 -1.505073 -0.119040 0.3 -0.1 -0.8
C -1.128732 0.888481 -1.101175 -0.1 -0.5 -0.2
C -0.722463 0.537168 1.292341 -0.5 0.1 -0.3
H -2.641746 1.366300 0.329750 0.0 -0.8 0.5
H 3.010821 -1.875076 0.482141 0.0 0.0 0.1
H 0.184388 -0.816724 -1.599613 0.4 0.4 0.2
H -1.403670 2.453142 0.501925 0.6 0.0 -0.5
H 2.610377 -1.061331 -1.024909 0.1 0.1 0.1
H -1.991116 0.654066 -1.723561 0.0 0.6 -0.3
H -0.443822 1.557483 -1.618927 0.0 0.0 0.0
H -1.270802 -1.277825 -0.877682 -0.1 0.4 0.3
H -0.049106 1.170498 1.861416 0.0 -0.1 0.2
H 1.560312 -2.326546 -0.458186 -0.1 0.0 0.2
H -1.367502 -0.041337 1.951525 0.0 0.2 0.2
```
Forces are in eV/Å.

Summary:
LUMO energy	0.03358	Eh
maximum force	1.9	eV Å⁻¹
orbital gap	10.02	eV
relative energy (zero: lowest compared OMol25 entry of this formula, charge and spin)	41.6	kJ/mol
multiplicity	1

How is the electron density shared among the atoms? According to natural (NBO), the charges in e are: number 1, O, carries -0.61; number 2, N, carries -0.45; number 3, C, carries -0.43; number 4, C, carries -0.22; number 5, C, carries 0.69; number 6, C, carries -0.72; number 7, C, carries -0.42; number 8, C, carries -0.23; number 9, H, carries 0.21; number 10, H, carries 0.25; number 11, H, carries 0.21; number 12, H, carries 0.22; number 13, H, carries 0.23; number 14, H, carries 0.21; number 15, H, carries 0.21; number 16, H, carries 0.18; number 17, H, carries 0.24; number 18, H, carries 0.22; number 19, H, carries 0.20

=====

DFT (ωB97M-V with the def2-TZVPD basis set) results for 2 unconnected molecules or ions with the total composition C6H11NO.

```
19
Properties=species:S:1:pos:R:3:forces:R:3
O 2.178272 -1.096145 0.223585 -0.1 0.0 0.1
N 0.258579 -0.875205 -1.839975 -0.1 0.1 -0.5
C 1.033144 -1.430473 0.382676 0.3 0.1 0.1
C -1.237148 1.372023 0.431237 0.2 0.0 0.6
C -1.290079 -2.068468 -0.448656 -0.1 0.1 0.2
C 0.017873 -1.412723 -0.725821 0.0 0.1 -0.3
C -0.044868 1.608249 0.966998 -0.2 0.0 -0.4
C 1.132605 2.105196 0.195866 -0.1 0.0 0.0
H 0.661693 -1.766760 1.366257 0.0 0.0 0.1
H -1.888779 -2.080463 -1.350785 -0.1 0.0 -0.1
H -2.069040 1.040390 1.031146 -0.1 -0.1 0.1
H -1.421672 1.529162 -0.611531 0.0 0.0 -0.5
H 0.888761 2.213153 -0.858779 0.0 0.0 -0.1
H 1.968640 1.420034 0.300214 0.2 -0.1 0.0
H 1.451222 3.070230 0.584417 0.1 0.1 0.0
H 0.117236 1.450324 2.022284 -0.1 -0.1 0.3
H -1.127105 -3.087830 -0.097966 -0.1 -0.1 0.1
H 1.196718 -0.474901 -1.901702 0.1 -0.1 0.3
H -1.826051 -1.515793 0.330536 0.0 -0.1 0.0
```
Forces are in eV/Å.

Summary:
LUMO energy	-0.00353	Eh
maximum force	0.6	eV Å⁻¹
orbital gap	9.69	eV
relative energy (zero: lowest compared OMol25 entry of this formula, charge and spin)	191.4	kJ/mol
multiplicity	1

How is the electron density shared among the atoms? According to natural (NBO), the charges in e are: number 1, O, carries -0.50; number 2, N, carries -0.56; number 3, C, carries 0.38; number 4, C, carries -0.41; number 5, C, carries -0.67; number 6, C, carries 0.18; number 7, C, carries -0.17; number 8, C, carries -0.66; number 9, H, carries 0.12; number 10, H, carries 0.24; number 11, H, carries 0.19; number 12, H, carries 0.20; number 13, H, carries 0.21; number 14, H, carries 0.23; number 15, H, carries 0.22; number 16, H, carries 0.19; number 17, H, carries 0.22; number 18, H, carries 0.35; number 19, H, carries 0.23

=====

DFT (ωB97M-V with the def2-TZVPD basis set) results for a molecular structure, C6H11NO at a distorted geometry.

```
19
Properties=species:S:1:pos:R:3:forces:R:3
O -0.630993 0.120781 -2.136140 0.3 0.3 0.1
N 1.674899 0.982146 -0.978715 -1.1 -0.5 0.6
C 0.037917 -1.860402 0.317809 0.0 0.3 -0.2
C -2.049600 0.822580 -0.363670 0.1 0.0 0.0
C 0.630336 -0.657271 1.046932 0.3 -0.3 0.7
C -0.715421 0.536716 -1.002561 -0.4 -0.6 0.2
C 0.541475 0.754343 -0.156755 1.1 1.4 -0.1
C 0.437664 1.268966 1.148389 -0.6 -0.3 -0.5
H 2.560210 1.010335 -0.497039 0.0 0.0 -0.3
H -2.169432 1.905277 -0.286856 0.0 0.0 0.1
H 0.433428 -1.941215 -0.693389 -0.1 -0.1 -0.1
H -1.048545 -1.815808 0.266730 0.0 0.0 0.0
H -2.844191 0.401510 -0.976285 0.1 0.1 -0.1
H 0.306535 -2.766184 0.863509 0.0 0.1 0.0
H -2.108849 0.422172 0.646854 0.1 0.1 0.1
H 1.703171 -0.790950 1.178061 0.0 0.1 -0.3
H 0.195838 -0.623720 2.049619 0.0 0.1 -0.2
H 1.612383 0.653901 -1.932216 0.3 -0.2 0.2
H 1.433177 1.576823 1.505725 0.0 -0.3 -0.1
```
Forces are in eV/Å.

Summary:
LUMO energy	0.02771	Eh
maximum force	1.8	eV Å⁻¹
orbital gap	8.86	eV
relative energy (zero: lowest compared OMol25 entry of this formula, charge and spin)	429.6	kJ/mol
multiplicity	1

How is the electron density shared among the atoms? According to natural (NBO), the charges in e are: number 1, O, carries -0.54; number 2, N, carries -0.83; number 3, C, carries -0.61; number 4, C, carries -0.72; number 5, C, carries -0.40; number 6, C, carries 0.59; number 7, C, carries 0.04; number 8, C, carries -0.31; number 9, H, carries 0.39; number 10, H, carries 0.25; number 11, H, carries 0.22; number 12, H, carries 0.21; number 13, H, carries 0.23; number 14, H, carries 0.23; number 15, H, carries 0.25; number 16, H, carries 0.21; number 17, H, carries 0.27; number 18, H, carries 0.41; number 19, H, carries 0.15